A cluster of 9 separate species, C29H37BF8INO24 in total at a distorted geometry, computed with ωB97M-V/def2-TZVPD.

Structure (XYZ):
```
101
Properties=species:S:1:pos:R:3:forces:R:3
O -1.56584 2.61062 1.12007 -0.11 0.03 -0.12
C -1.63246 2.38525 -0.04209 0.09 -0.07 0.28
O -0.60077 1.94957 -0.80395 -0.29 0.10 -0.05
C -1.11529 1.65662 -2.10981 0.37 -0.10 -0.17
C -2.35727 2.51006 -2.15506 -0.24 -0.32 0.03
F -3.33702 1.94297 -2.89875 -0.04 0.05 0.04
O -2.76103 2.53205 -0.79606 0.31 0.26 -0.07
H -1.34454 0.59301 -2.18088 -0.18 0.05 -0.05
H -0.39710 1.91428 -2.88059 0.13 0.07 0.16
H -2.19321 3.53213 -2.50092 -0.09 -0.01 -0.08
O -10.74402 -1.63812 3.94489 0.08 0.08 0.03
C -9.72706 -1.08614 4.20454 -0.30 -0.07 0.04
O -9.39069 0.14950 3.75279 0.15 -0.18 0.12
C -8.16101 0.52590 4.38463 0.08 0.37 -0.22
C -7.57819 -0.81533 4.74944 0.00 -0.01 0.36
F -6.84909 -0.75237 5.89109 -0.02 -0.08 -0.01
O -8.73578 -1.60342 4.98120 0.03 0.12 -0.40
H -8.37517 1.13246 5.26553 0.05 -0.13 0.10
H -7.52992 1.09459 3.70616 -0.16 -0.06 -0.17
H -6.97888 -1.27387 3.96220 0.12 -0.02 0.09
O -9.48959 3.96582 0.01320 -0.11 -0.08 0.01
C -10.06538 2.93508 0.10517 0.07 0.30 0.10
O -10.01130 2.11311 1.18462 -0.09 -0.06 -0.26
C -10.94549 1.04953 0.97052 0.10 -0.30 0.32
C -11.07426 1.04192 -0.53199 -0.32 0.22 0.00
F -12.31368 0.66870 -0.93284 0.02 0.03 -0.06
O -10.86998 2.40466 -0.86253 0.35 -0.21 0.08
H -11.89021 1.29015 1.45939 -0.08 0.01 -0.15
H -10.56900 0.11254 1.37076 0.16 0.12 0.08
H -10.33267 0.42962 -1.04798 -0.09 -0.06 -0.07
O -0.58992 0.10962 -5.09423 -0.06 0.13 0.08
C -0.13088 1.01818 -5.70103 -0.17 -0.28 -0.06
O 0.59932 0.89394 -6.83193 -0.07 0.21 0.15
C 0.85751 2.20928 -7.33694 -0.02 -0.18 -0.31
C 0.71534 3.05158 -6.09594 -0.31 0.24 -0.07
F 0.23081 4.28536 -6.37888 -0.01 0.00 0.08
O -0.25960 2.33367 -5.34687 0.45 -0.22 -0.08
H 0.10945 2.46213 -8.09063 -0.11 0.12 0.16
H 1.83852 2.26655 -7.78070 0.07 -0.26 0.03
H 1.62684 3.15050 -5.50634 -0.01 0.12 0.01
O 6.46115 -2.80989 1.83420 0.14 -0.08 0.13
C 6.60924 -3.59354 2.70855 0.10 0.23 -0.24
O 7.33726 -4.73641 2.61029 -0.16 0.05 0.20
C 7.38798 -5.33576 3.90790 0.16 -0.31 -0.11
C 6.16692 -4.74878 4.57328 0.14 0.24 0.19
F 6.34828 -4.58215 5.90576 -0.04 0.04 -0.01
O 6.06463 -3.47935 3.95582 -0.10 -0.31 -0.20
H 8.30704 -5.03566 4.41333 -0.09 0.09 0.12
H 7.35610 -6.41997 3.83748 -0.03 0.03 -0.21
H 5.24494 -5.30812 4.40472 -0.03 0.00 0.13
O 5.21131 4.20447 -3.33821 -0.10 -0.06 -0.12
C 5.17627 3.92862 -4.48772 0.22 -0.10 0.38
O 6.22352 3.47161 -5.21257 -0.29 0.16 -0.13
C 5.73851 3.12089 -6.51848 -0.18 0.18 0.16
C 4.49688 3.97011 -6.61972 -0.02 -0.14 0.18
F 3.52598 3.36559 -7.36519 0.18 0.19 0.05
O 4.05911 4.04092 -5.27805 0.19 0.22 -0.15
H 5.52072 2.05388 -6.55028 -0.29 0.54 0.11
H 6.47268 3.35517 -7.28180 0.14 0.07 0.16
H 4.65879 4.97936 -7.00159 -0.16 -0.02 -0.13
O 6.64252 0.89808 -7.52905 0.69 -0.76 -0.52
C 7.76607 0.64942 -7.83123 -0.28 0.02 -0.04
O 8.14154 0.09852 -9.00681 0.12 0.06 0.17
C 9.57392 0.09135 -9.04708 0.05 -0.20 -0.30
C 9.92661 0.14420 -7.58033 0.16 0.32 0.01
F 11.07665 0.81927 -7.36136 -0.04 0.02 0.05
O 8.84138 0.88065 -7.03595 -0.09 -0.38 -0.06
H 9.92822 0.97410 -9.58076 0.06 0.06 0.14
H 9.94529 -0.80029 -9.54470 -0.22 -0.07 0.00
H 9.98259 -0.82917 -7.09076 0.09 0.03 0.06
O 0.08928 -4.35577 6.27917 -0.09 0.09 0.07
C -0.21455 -3.39902 6.90758 -0.02 -0.27 -0.24
O -0.42196 -2.16449 6.38026 0.02 -0.05 0.31
C -0.90637 -1.31900 7.42870 0.01 0.36 -0.23
C -0.39457 -2.02287 8.66154 -0.32 -0.15 0.11
F -1.23103 -1.86970 9.71501 0.03 -0.04 0.02
O -0.39603 -3.38091 8.25953 0.31 0.23 -0.16
H -1.99668 -1.28938 7.39979 -0.01 -0.09 0.16
H -0.51980 -0.30836 7.32281 0.12 -0.08 -0.16
H 0.61476 -1.73559 8.96127 -0.04 0.02 0.12
C 3.21778 -2.21978 2.25910 -0.04 0.18 0.15
N 2.60805 -0.92027 2.60412 -0.23 -0.92 0.21
C 1.19567 -1.09908 3.03119 -0.13 0.75 0.03
B 0.18587 -0.01509 2.49700 0.00 0.10 -0.18
C -1.37305 -0.05986 2.73186 1.07 -0.78 0.42
C -1.90916 -1.31015 3.45663 -0.90 0.65 -0.18
C -3.00247 -2.08385 2.71947 0.43 -0.36 0.74
I -4.58216 -0.85345 1.94834 0.15 -0.20 -0.05
H 3.47541 -2.79752 3.15488 0.04 -0.12 0.00
H 2.52515 -2.83223 1.68487 -0.06 0.12 -0.19
H 4.12050 -2.06660 1.67732 0.08 -0.01 -0.03
H 3.10262 -0.64504 3.44462 0.10 0.43 -0.23
H 0.81232 -2.09420 2.78642 0.13 -0.15 -0.02
H 1.13277 -1.04820 4.13143 -0.19 -0.19 0.06
H 0.62013 0.90826 1.87971 0.03 0.02 0.05
H -1.85093 0.12753 1.77135 -0.15 0.00 -0.02
H -1.60335 0.81710 3.34075 -0.06 0.27 -0.21
H -2.35067 -0.97144 4.39493 0.00 -0.10 0.16
H -1.13997 -2.03079 3.73109 0.10 -0.03 -0.11
H -2.58446 -2.73067 1.95593 -0.20 0.30 -0.55
H -3.47668 -2.74841 3.43438 -0.27 -0.04 -0.04
```
Forces are in eV/Å.

Results
- SMILES = O=C1OC[C@@H](F)O1.O=C1OC[C@@H](F)O1.O=C1OC[C@@H](F)O1.O=C1OC[C@@H](F)O1.O=C1OC[C@@H](F)O1.O=C1OC[C@@H](F)O1.O=C1OC[C@@H](F)O1.O=C1OC[C@@H](F)O1.CNCBCCCI
- E_LUMO (eV) = 0.24
- E_tot (Ha) = -4109.28768
- Kohn-Sham gap (eV) = 8.54
- HOMO energy (eV) = -8.30
- total charge = 0